a | The following is a DFT calculation (ωB97M-V with the def2-TZVPD basis set) of the molecule C23H30N4O3.

Cartesian coordinates (Å):
1 C -0.8943 -1.9822 2.9799
2 C -0.4192 -2.6397 1.6874
3 O -0.5830 -1.8022 0.5607
4 C -1.7934 -1.7243 -0.0676
5 C -2.9205 -2.4501 0.2993
6 C -4.0775 -2.3811 -0.4579
7 C -4.1191 -1.6101 -1.6026
8 C -3.0061 -0.8652 -1.9543
9 C -1.8534 -0.8745 -1.1864
10 C -0.6913 0.0298 -1.5285
11 N -0.6999 1.3286 -0.8669
12 C -1.5237 2.3680 -1.4310
13 C -3.0121 2.2831 -1.0488
14 N -3.1819 1.8057 0.3063
15 C -2.2566 1.2136 1.0833
16 O -2.5524 0.7203 2.1579
17 C -0.8202 1.2664 0.5757
18 C -0.1271 2.4724 1.2472
19 C 1.2126 2.7275 0.5798
20 O 1.3680 3.6902 -0.1499
21 N 2.2155 1.8465 0.8174
22 C 2.1399 0.7092 1.7004
23 C 3.4084 1.9560 0.0055
24 C 3.3552 1.0464 -1.2342
25 C 3.4607 -0.4123 -0.9015
26 C 4.6220 -0.9518 -0.3502
27 C 4.6535 -2.3002 -0.0426
28 C 3.5311 -3.0734 -0.3005
29 C 2.4307 -2.4506 -0.8672
30 N 2.3962 -1.1622 -1.1564
31 H -0.9275 -2.7158 3.7809
32 H -0.2178 -1.1808 3.2650
33 H -1.8808 -1.5444 2.8476
34 H 0.6595 -2.8271 1.7320
35 H -0.9215 -3.6010 1.5265
36 H -2.9160 -3.0729 1.1792
37 H -4.9434 -2.9492 -0.1516
38 H -5.0089 -1.5828 -2.2137
39 H -3.0257 -0.2686 -2.8565
40 H -0.6772 0.2189 -2.6043
41 H 0.2477 -0.4621 -1.2554
42 H -1.1102 3.3208 -1.0889
43 H -1.4308 2.3428 -2.5183
44 H -3.5452 1.6058 -1.7264
45 H -3.4705 3.2749 -1.1348
46 H -4.1336 1.7399 0.6432
47 H -0.3267 0.3543 0.9092
48 H -0.0363 2.2856 2.3167
49 H -0.7257 3.3749 1.1148
50 H 1.7931 -0.1879 1.1824
51 H 1.4774 0.9121 2.5385
52 H 3.1371 0.5097 2.0982
53 H 4.2824 1.7213 0.6196
54 H 3.4696 2.9943 -0.3281
55 H 2.4113 1.2218 -1.7506
56 H 4.1796 1.3244 -1.8941
57 H 5.4833 -0.3249 -0.1735
58 H 5.5398 -2.7444 0.3881
59 H 3.5152 -4.1283 -0.0752
60 H 1.5284 -3.0012 -1.1001

Values from the calculation:
structure (SMILES) = CCOc1ccccc1CN1CCNC(=O)[C@@H]1CC(=O)N(C)CCc1ccccn1
HOMO level = -0.2964 Eh
LUMO energy = 0.731 eV
spin multiplicity = 1

b | The following is a DFT calculation (ωB97M-V with the def2-TZVPD basis set) of the molecule C23H30N4O3.

Cartesian coordinates (Å):
1 C -1.2705 -2.5845 -1.3985
2 C -0.3262 -2.8137 -0.2768
3 C -0.5811 -3.6444 0.8434
4 C 0.5244 -3.5800 1.6306
5 O 1.4494 -2.7765 1.0913
6 C 0.9417 -2.2994 -0.0812
7 C 1.6664 -1.3524 -0.9385
8 O 1.1032 -0.8794 -1.9249
9 N 2.9379 -0.9980 -0.6335
10 C 3.6747 -1.4123 0.5450
11 C 5.0676 -0.7910 0.5602
12 C 5.0009 0.7363 0.4857
13 C 3.9752 1.2133 -0.5658
14 C 2.7608 1.8530 0.1235
15 C 1.6685 2.3062 -0.8511
16 C 0.5760 3.0550 -0.1129
17 O 0.5988 4.2673 0.0078
18 N -0.4207 2.3119 0.4297
19 C -0.5491 0.8711 0.3040
20 C -1.7460 0.3813 1.1143
21 N -2.9534 1.0423 0.6814
22 C -3.9965 0.3263 0.1805
23 C -5.1427 0.9485 -0.3498
24 C -6.1777 0.1572 -0.7944
25 C -6.0707 -1.2274 -0.7143
26 C -4.9039 -1.7451 -0.1877
27 N -3.8969 -1.0063 0.2454
28 C -2.8582 2.4771 0.4998
29 C -1.5353 2.9894 1.0594
30 C 3.5721 0.0240 -1.4414
31 H -0.8053 -1.9693 -2.1611
32 H -1.5693 -3.5382 -1.8312
33 H -2.1681 -2.0892 -1.0280
34 H -1.4745 -4.2047 1.0266
35 H 0.7692 -4.0427 2.5668
36 H 3.7598 -2.5039 0.5629
37 H 3.1383 -1.1050 1.4514
38 H 5.5706 -1.0933 1.4800
39 H 5.6516 -1.1847 -0.2725
40 H 5.9939 1.1214 0.2507
41 H 4.7240 1.1304 1.4650
42 H 4.4313 1.9651 -1.2163
43 H 2.3417 1.1464 0.8426
44 H 3.1038 2.7265 0.6834
45 H 1.2499 1.4595 -1.3911
46 H 2.1041 3.0063 -1.5666
47 H -0.6852 0.5819 -0.7448
48 H 0.3516 0.3747 0.6751
49 H -1.5806 0.5674 2.1822
50 H -1.8844 -0.6896 0.9675
51 H -5.2163 2.0215 -0.4074
52 H -7.0678 0.6133 -1.2043
53 H -6.8645 -1.8733 -1.0524
54 H -4.7517 -2.8143 -0.1039
55 H -3.6826 2.9784 1.0210
56 H -2.9180 2.7308 -0.5680
57 H -1.4225 4.0553 0.8479
58 H -1.5032 2.8505 2.1458
59 H 4.4545 -0.3884 -1.9403
60 H 2.8607 0.3176 -2.2125

Values from the calculation:
structure (SMILES) = Cc1ccoc1C(=O)N1CCC[C@H](CCC(=O)N2CCN(c3ccccn3)CC2)C1
HOMO level = -0.2914 Eh
LUMO energy = 0.687 eV
spin multiplicity = 1

The most stable arrangement is a, and the next structure is 7.1 kJ/mol less stable.

a | The following is a DFT calculation (ωB97M-V with the def2-TZVPD basis set) of a 2-piece molecular cluster, C5H7FO overall.

Cartesian coordinates (Å):
1 C 0.7178 1.2072 0.9363
2 C 1.2500 0.9178 -0.3726
3 C -1.4825 -1.0747 0.4939
4 C -0.9928 -0.9643 -0.8226
5 C 1.7953 -0.2993 -0.6066
6 O -1.3038 0.1603 -0.1697
7 F 2.0364 -1.1205 0.4396
8 H 0.3842 2.2455 1.2439
9 H 0.8187 0.5495 1.7058
10 H 1.1951 1.7671 -1.0498
11 H -2.4717 -1.2810 0.7736
12 H -0.8953 -1.1434 1.4089
13 H -1.4219 -1.2173 -1.7664
14 H 1.8681 -0.6564 -1.6035

Values from the calculation:
HOMO level (spin up / spin down) = -0.3020 / -0.2758 Eh
LUMO energy (spin up / spin down) = 0.225 / 0.446 eV
spin multiplicity = 1

b | The following is a DFT calculation (ωB97M-V with the def2-TZVPD basis set) of a 2-piece molecular cluster, C5H7FO overall.

Cartesian coordinates (Å):
1 C -1.2266 0.5055 -1.2551
2 C 1.2878 0.1131 -0.6892
3 C -2.5483 0.4232 -1.0416
4 C 1.4565 -0.2533 0.5482
5 C 0.3346 -0.5087 1.5133
6 O 2.6860 -0.4355 1.1280
7 F -3.4207 0.9014 -1.9719
8 H -0.8401 0.9780 -2.1393
9 H 1.7437 0.3138 -1.6219
10 H -3.0613 -0.0065 -0.1937
11 H 0.6945 -0.3493 2.5249
12 H -0.0014 -1.5410 1.4202
13 H -0.4996 0.1509 1.2892
14 H 3.3950 -0.2916 0.4889

Values from the calculation:
HOMO level (spin up / spin down) = -0.3423 / -0.3399 Eh
LUMO energy (spin up / spin down) = -0.285 / -0.717 eV
spin multiplicity = 1

The most stable arrangement is b, and the next structure is 22.0 kJ/mol less stable.

a | The following is a DFT calculation (ωB97M-V with the def2-TZVPD basis set) of C3H7NOS as an isolated structure.

Cartesian coordinates (Å):
1 C 0.0085 -1.2388 0.9100
2 C -1.2684 -0.7430 0.1963
3 C -0.5088 -0.1078 -1.0530
4 N 1.1870 1.5126 0.5686
5 O 2.2282 -0.5686 -0.3813
6 S 0.9702 -0.1350 0.0798
7 H 0.1818 -1.0671 1.9191
8 H -1.7971 -1.6842 0.1007
9 H -1.9221 0.0158 0.4387
10 H -0.1287 -0.6599 -1.8796
11 H -1.0866 0.7238 -1.4473
12 H 1.8390 1.9850 -0.0296
13 H 0.2969 1.9670 0.5777

Values from the calculation:
HOMO level = -0.3122 Eh
LUMO energy = 0.539 eV
spin multiplicity = 1

b | The following is a DFT calculation (ωB97M-V with the def2-TZVPD basis set) of C3H7NOS as an isolated structure.

Cartesian coordinates (Å):
1 C 1.2466 -1.5181 2.0275
2 C -1.2808 0.3563 -0.2621
3 C -0.9288 1.2154 -1.5818
4 H 0.4617 -2.1674 2.1024
5 H 1.4984 -0.6470 2.7465
6 H 2.2053 -2.1978 1.6969
7 H -2.2904 0.8316 -0.0974
8 H -1.0640 0.4300 -2.6129
9 H -1.9180 2.1607 -1.7055
10 H 1.2746 0.9829 -1.7603
11 N -0.5811 -0.2784 0.5418
12 O 0.4368 1.7127 -1.5468
13 S 0.9398 -0.8810 0.4518

Values from the calculation:
HOMO level = -0.3092 Eh
LUMO energy = 0.645 eV
spin multiplicity = 1

c | The following is a DFT calculation (ωB97M-V with the def2-TZVPD basis set) of C3H7NOS as an isolated structure.

Cartesian coordinates (Å):
1 C -1.6033 0.6591 2.0935
2 C 0.0924 -0.0582 0.6608
3 C 1.7946 -0.7394 -2.9030
4 H -1.9984 -0.4819 1.9611
5 H -1.7348 1.0127 3.2137
6 H -2.3013 1.4797 1.5758
7 H -0.7562 -0.1233 -0.2913
8 H 0.2943 -1.0706 1.3667
9 H 2.9575 -0.8499 -3.4755
10 H 0.7807 -1.2451 -3.7915
11 N 1.1757 -0.1859 -1.7611
12 O -0.3262 0.9442 1.6849
13 S 1.6249 0.6584 -0.3342

Values from the calculation:
HOMO level = -0.3206 Eh
LUMO energy = 0.419 eV
spin multiplicity = 1

d | The following is a DFT calculation (ωB97M-V with the def2-TZVPD basis set) of the molecule C3H7NOS.

Cartesian coordinates (Å):
1 N 0.5580 -1.4521 1.7324
2 C 0.2065 -0.9408 0.2986
3 C -0.2662 0.5210 -0.0219
4 C -0.3152 0.5490 -1.5528
5 O -0.1922 -0.4522 -2.3057
6 S -0.3102 2.1342 -2.3196
7 H 1.1754 -0.7573 2.2001
8 H -0.4056 -1.3169 2.3814
9 H 0.8546 -1.2388 -0.3935
10 H -0.6368 -1.7708 0.2559
11 H 0.8430 0.7635 0.4201
12 H -0.9232 1.0254 0.4482
13 H -0.5882 2.9357 -1.1431

Values from the calculation:
structure (SMILES) = NCCC(=O)S
HOMO level = -0.3608 Eh
LUMO energy = 0.358 eV
spin multiplicity = 1

The most stable arrangement is d, and the next structure is 140.2 kJ/mol less stable.

a | The following is a DFT calculation (ωB97M-V with the def2-TZVPD basis set) of a 2-piece molecular cluster, C3H7NOS overall.

Cartesian coordinates (Å):
1 C -1.2652 -0.3945 0.1354
2 C -0.8084 -1.6824 -0.3266
3 C 1.0575 1.1574 -0.7244
4 N 0.3490 1.1992 0.5720
5 O 1.1037 0.5556 1.6131
6 S -2.4397 0.6367 0.3712
7 H -1.6677 -2.2953 -0.8536
8 H -0.3181 -2.1421 0.4931
9 H -0.0160 -1.4492 -1.0097
10 H 0.2863 0.6373 -1.3773
11 H 1.0123 2.2578 -0.8883
12 H 1.9941 0.7154 -0.4826
13 H 0.7121 0.8041 2.4777

Values from the calculation:
HOMO level (spin up / spin down) = -0.2550 / -0.2904 Eh
LUMO energy (spin up / spin down) = 0.083 / 0.366 eV
spin multiplicity = 1

b | The following is a DFT calculation (ωB97M-V with the def2-TZVPD basis set) of the molecule C3H7NOS.

Cartesian coordinates (Å):
1 N -2.3002 0.2112 0.2911
2 C -1.2057 -0.2061 -0.4205
3 O -1.2760 -0.9576 -1.3667
4 C 0.0763 0.4295 0.0248
5 C 1.3143 -0.3647 -0.3946
6 S 2.8414 0.4312 0.1594
7 H -3.2293 -0.0876 0.0490
8 H -2.1904 0.5609 1.2274
9 H 0.1744 1.4283 -0.3799
10 H 0.0762 0.5853 1.1032
11 H 1.3901 -0.3611 -1.4813
12 H 1.2578 -1.4081 -0.0959
13 H 3.0711 -0.2611 1.2840

Values from the calculation:
structure (SMILES) = NC(=O)CCS
HOMO level = -0.3362 Eh
LUMO energy = 0.770 eV
spin multiplicity = 1

The most stable arrangement is b, and the next structure is 629.6 kJ/mol less stable.

a | The following is a DFT calculation (ωB97M-V with the def2-TZVPD basis set) of a 2-piece molecular cluster, C3H7NOS overall.

Cartesian coordinates (Å):
1 C -2.0415 0.2914 0.5215
2 C 0.6591 0.7922 -0.6200
3 C 1.3677 0.1244 0.3869
4 H -2.7637 -0.2098 -0.2461
5 H -1.0223 -0.2074 0.9734
6 H -2.6599 0.8159 1.3127
7 H 1.6181 1.4940 -0.7542
8 H 0.2677 0.2837 -1.3864
9 H 2.0224 0.5648 1.1982
10 H 1.4473 -2.7494 -0.9178
11 N 1.5642 -1.1767 0.3133
12 O 0.5987 -1.6618 -0.5591
13 S -1.0578 1.6387 -0.2225

Values from the calculation:
HOMO level = -0.3163 Eh
LUMO energy = -0.343 eV
spin multiplicity = 1

b | The following is a DFT calculation (ωB97M-V with the def2-TZVPD basis set) of C3H7NOS as an isolated structure.

Cartesian coordinates (Å):
1 C 1.1558 -1.1435 0.2247
2 C 0.0647 -0.4667 -0.3215
3 C 0.4917 0.9364 -0.6516
4 H 2.1299 -0.9370 -0.4576
5 H 0.9906 -2.2195 0.2518
6 H 1.5248 -0.5307 1.1642
7 H -0.1039 1.4291 -1.5208
8 H 1.4830 0.9173 -1.0446
9 H -0.9413 1.6203 0.3927
10 H -3.3997 -0.2034 1.3557
11 N -1.0815 -0.9285 0.0594
12 O 0.2143 1.5062 0.6830
13 S -2.5284 0.0199 -0.1354

Values from the calculation:
HOMO level = -0.3335 Eh
LUMO energy = -0.236 eV
spin multiplicity = 1

c | The following is a DFT calculation (ωB97M-V with the def2-TZVPD basis set) of the molecule C3H7NOS.

Cartesian coordinates (Å):
1 C 1.1978 1.1077 2.2893
2 N 0.1327 0.8556 1.6642
3 O 0.4333 1.0133 0.2609
4 C -0.9278 0.6660 -0.4962
5 S -0.4080 0.1827 -2.2134
6 C -0.2327 -1.6005 -1.7784
7 H 2.2351 1.1270 1.7978
8 H 1.0143 1.0073 3.3781
9 H -1.4600 -0.2912 0.0242
10 H -1.4908 1.7581 -0.2500
11 H -1.0500 -1.7083 -0.9800
12 H -0.1848 -2.4757 -2.5423
13 H 0.7408 -1.6418 -1.1543

Values from the calculation:
structure (SMILES) = C=NOCSC
HOMO level = -0.3311 Eh
LUMO energy = 0.974 eV
spin multiplicity = 1

d | The following is a DFT calculation (ωB97M-V with the def2-TZVPD basis set) of the molecule C3H7NOS.

Cartesian coordinates (Å):
1 N -1.2076 1.7376 -1.0711
2 C -0.9955 0.4204 -0.7889
3 O -1.8413 -0.4423 -0.8786
4 C 0.4225 0.1096 -0.2751
5 C 0.5060 -1.1014 0.6723
6 S 1.3745 -0.7188 2.2485
7 H -2.1254 2.1175 -1.0201
8 H -0.3694 2.2622 -1.2432
9 H 1.0244 -0.1849 -1.1575
10 H 0.9215 1.0174 0.0664
11 H 0.7993 -2.0558 0.2397
12 H -0.5603 -1.2930 0.8587
13 H 2.0512 -1.8683 2.3487

Values from the calculation:
structure (SMILES) = NC(=O)CCS
HOMO level = -0.3327 Eh
LUMO energy = 0.811 eV
spin multiplicity = 1

The most stable arrangement is d, and the next structure is 409.8 kJ/mol less stable.